Model w:
ORCA calculation (the ωB97M-V functional and the def2-TZVPD basis) on a 13-piece molecular cluster, C27H80N8O13 overall.

The geometry in ORCA input format:
```
! wB97M-V def2-TZVPD RIJCOSX def2/J DEFGRID3
* xyz 0 1
C -1.686 -4.041 -0.548
O -1.721 -4.398 0.782
H -0.694 -3.998 -1.029
H -2.155 -3.065 -0.564
H -2.159 -4.807 -1.062
H -2.637 -4.426 1.067
C -0.083 0.118 -0.101
O 0.996 0.000 0.802
H 0.347 0.252 -1.077
H -0.822 0.897 0.106
H -0.525 -0.856 -0.251
H 1.417 0.891 0.894
C -4.438 -1.757 0.275
O -4.713 -2.914 0.981
N -4.994 -1.384 -0.916
N -3.506 -0.940 0.746
H -5.880 -1.776 -1.224
H -4.664 -0.587 -1.438
H -2.969 -1.263 1.590
H -3.228 -0.125 0.167
C 3.509 3.401 0.454
O 2.655 2.435 0.962
N 3.784 3.727 -0.796
N 4.156 4.195 1.228
H 4.338 4.593 -0.966
H 3.249 3.351 -1.632
H 4.003 4.158 2.271
H 4.734 5.024 0.900
C 1.495 -3.749 0.996
O 2.865 -3.627 0.734
N 0.983 -4.962 1.068
N 0.696 -2.728 1.183
H 1.382 -5.742 0.648
H -0.078 -5.003 1.149
H 1.019 -1.750 1.111
H -0.329 -2.866 1.299
C -2.108 -1.701 -3.052
O -1.999 -0.427 -2.533
N -1.298 -2.007 -4.050
N -3.049 -2.585 -2.826
H -0.731 -1.254 -4.446
H -1.345 -2.962 -4.387
H -3.741 -2.326 -2.146
H -3.023 -3.528 -3.216
C -3.368 2.474 1.292
C -3.825 2.263 -0.133
C -3.930 3.541 -0.994
O -3.167 1.417 -0.772
H -2.420 2.967 1.302
H -3.218 1.437 1.755
H -4.137 3.002 1.938
H -4.810 1.808 -0.135
H -2.988 4.105 -1.033
H -4.711 4.142 -0.569
H -4.279 3.263 -1.958
H -3.544 1.243 -1.625
C 1.495 1.110 -4.180
C 1.242 0.384 -5.449
C -0.193 0.654 -5.997
O 2.018 0.721 -6.343
H 1.599 2.223 -4.322
H 2.305 0.774 -3.577
H 0.568 0.940 -3.618
H 1.281 -0.658 -5.132
H -0.218 1.679 -6.304
H -0.938 0.547 -5.229
H -0.531 0.096 -6.864
H 1.485 0.938 -7.112
C 1.673 -1.963 -1.839
C 2.345 -3.150 -2.571
C 1.402 -3.727 -3.564
O 3.473 -3.049 -3.040
H 2.168 -1.567 -0.987
H 0.638 -2.278 -1.493
H 1.564 -1.038 -2.448
H 2.528 -3.976 -1.887
H 1.121 -2.971 -4.267
H 0.383 -3.993 -3.229
H 1.715 -4.578 -4.092
H 3.412 -2.550 -3.819
C 0.072 4.386 0.636
C 0.268 4.490 -0.884
C 0.468 3.170 -1.573
O -0.593 5.090 -1.523
H 1.084 4.567 1.053
H -0.307 3.430 1.065
H -0.567 5.247 0.865
H 1.265 4.982 -0.908
H -0.455 2.546 -1.584
H 1.467 2.759 -1.377
H 0.539 3.380 -2.646
H -0.770 5.940 -1.186
C 3.357 -0.256 2.921
C 4.201 -0.568 1.667
C 5.482 0.172 1.793
O 4.483 -1.761 1.623
H 3.889 0.008 3.820
H 2.667 -1.089 3.083
H 2.698 0.601 2.741
H 3.774 -0.198 0.791
H 6.005 -0.109 2.721
H 5.177 1.198 1.898
H 6.160 0.039 0.918
H 3.661 -2.256 1.458
C -0.610 -3.200 4.413
C -1.845 -2.518 3.762
C -2.449 -1.492 4.692
O -1.625 -1.966 2.682
H -0.067 -3.834 3.726
H -0.971 -3.890 5.221
H 0.106 -2.473 4.814
H -2.494 -3.398 3.475
H -3.373 -1.127 4.275
H -1.841 -0.657 4.921
H -2.675 -1.936 5.640
H -0.756 -1.511 2.633
C 1.087 2.834 3.880
C -0.338 2.534 4.165
C -0.734 1.280 3.362
O -0.608 2.167 5.296
H 1.473 3.508 4.594
H 1.215 3.120 2.822
H 1.662 1.955 4.250
H -0.911 3.428 3.906
H -0.155 0.405 3.616
H -0.673 1.339 2.300
H -1.803 1.038 3.596
H -0.857 2.970 5.690
*
```

Output
orbital gap: 8.1 eV

=====

Model x:
ORCA calculation (the ωB97M-V functional and the def2-TZVPD basis) on a 13-piece molecular cluster, C27H80N8O13 overall.

The geometry in ORCA input format:
```
! wB97M-V def2-TZVPD RIJCOSX def2/J DEFGRID3
* xyz 0 1
C 6.987 2.214 -35.023
O 7.635 2.049 -33.757
H 6.111 2.776 -34.880
H 6.749 1.201 -35.392
H 7.639 2.602 -35.789
H 7.112 1.439 -33.214
C 10.472 -0.299 -30.852
O 9.748 -0.556 -32.012
H 10.172 -0.988 -30.022
H 10.133 0.732 -30.481
H 11.541 -0.332 -31.048
H 10.189 -0.115 -32.754
C 12.801 6.498 -28.739
O 11.674 7.297 -28.696
N 13.180 5.793 -29.752
N 13.572 6.337 -27.706
H 12.662 5.979 -30.631
H 13.339 4.786 -29.636
H 13.182 6.787 -26.888
H 14.617 6.552 -27.957
C 14.531 3.044 -28.239
O 13.757 3.318 -29.351
N 14.970 1.909 -27.883
N 14.868 3.993 -27.441
H 14.883 1.150 -28.592
H 15.614 1.734 -27.123
H 14.350 4.894 -27.572
H 15.042 3.835 -26.429
C 8.439 5.905 -28.994
O 8.491 6.700 -27.773
N 7.792 6.197 -30.100
N 9.020 4.789 -29.110
H 7.147 7.040 -30.083
H 8.019 5.750 -30.966
H 9.607 4.316 -28.415
H 9.022 4.293 -30.025
C 5.162 3.816 -30.895
O 4.081 2.978 -30.674
N 5.625 4.659 -29.970
N 5.687 4.075 -32.048
H 5.226 4.606 -29.022
H 6.511 5.219 -29.898
H 5.527 3.541 -32.887
H 6.417 4.807 -32.222
C 11.774 8.940 -32.813
C 11.866 7.744 -31.939
C 10.534 7.305 -31.403
O 12.253 6.702 -32.450
H 12.785 8.920 -33.240
H 11.584 9.814 -32.225
H 11.063 8.765 -33.625
H 12.527 7.996 -31.090
H 9.844 6.931 -32.166
H 10.009 8.008 -30.707
H 10.648 6.437 -30.720
H 12.998 6.963 -32.957
C 10.782 1.476 -25.812
C 11.173 2.086 -27.144
C 11.864 1.029 -28.094
O 10.264 2.729 -27.701
H 10.187 2.196 -25.326
H 11.685 1.282 -25.216
H 10.157 0.578 -25.970
H 11.955 2.861 -26.900
H 11.091 0.473 -28.541
H 12.695 0.384 -27.745
H 12.201 1.509 -28.944
H 9.534 2.095 -27.953
C 10.776 0.832 -35.338
C 11.917 0.045 -34.746
C 12.752 0.915 -33.793
O 11.579 -0.944 -34.050
H 9.973 0.937 -34.619
H 10.311 0.221 -36.128
H 11.081 1.763 -35.776
H 12.581 -0.266 -35.602
H 13.652 0.397 -33.578
H 12.174 1.018 -32.884
H 12.999 1.887 -34.269
H 11.383 -1.666 -34.655
C 10.374 4.050 -33.474
C 9.944 3.284 -32.213
C 11.095 3.314 -31.181
O 8.891 3.640 -31.685
H 11.413 4.009 -33.542
H 9.991 5.070 -33.608
H 9.976 3.536 -34.306
H 9.837 2.255 -32.474
H 10.941 2.674 -30.322
H 11.336 4.275 -30.811
H 12.029 2.859 -31.600
H 8.146 3.225 -32.137
C 6.731 2.271 -27.594
C 7.375 1.119 -28.393
C 7.810 1.541 -29.792
O 8.309 0.509 -27.816
H 7.003 3.240 -28.071
H 6.912 2.280 -26.533
H 5.660 2.298 -27.808
H 6.590 0.367 -28.554
H 7.113 2.237 -30.191
H 7.982 0.666 -30.449
H 8.764 2.169 -29.746
H 8.404 -0.269 -28.351
C 7.412 5.387 -34.754
C 7.430 6.620 -33.938
C 6.575 7.642 -34.686
O 6.934 6.499 -32.824
H 7.700 4.540 -34.128
H 8.093 5.648 -35.564
H 6.459 5.269 -35.254
H 8.406 7.061 -33.901
H 7.007 7.846 -35.668
H 6.588 8.610 -34.179
H 5.559 7.326 -34.792
H 6.884 7.376 -32.367
C 16.197 2.813 -33.385
C 15.236 3.306 -32.355
C 14.238 4.347 -32.880
O 14.631 2.430 -31.710
H 16.509 3.657 -34.017
H 15.859 1.939 -33.980
H 17.080 2.418 -32.928
H 15.927 3.857 -31.722
H 13.951 3.962 -33.878
H 14.753 5.317 -33.118
H 13.341 4.357 -32.219
H 14.232 2.968 -31.025
*
```

Output
orbital gap: 8.3 eV

=====

Ranked by calculated energy, most stable first: model w, model x.

=====

Model w:
ORCA calculation (the ωB97M-V functional and the def2-TZVPD basis) on a 2-piece molecular cluster, C3H10N3S overall.

The geometry in ORCA input format:
```
! wB97M-V def2-TZVPD RIJCOSX def2/J DEFGRID3
* xyz 1 1
C 0.961 0.065 -1.368
C 1.697 -0.544 -2.467
C -0.143 -0.651 0.625
N 0.483 -0.664 -0.463
N -0.419 1.478 1.206
N -1.264 -1.369 0.737
S -1.326 1.868 2.419
H 0.828 1.143 -1.096
H 1.419 -1.578 -2.816
H 2.597 -0.896 -1.982
H 2.056 -0.010 -3.378
H 0.550 -0.583 1.428
H 0.266 2.195 0.996
H -2.106 -1.332 0.063
H -2.507 1.353 2.123
H -1.338 -1.920 1.621
H -1.178 0.680 3.195
*
```

Output
orbital gap: 9.8 eV

=====

Model x:
ORCA calculation (the ωB97M-V functional and the def2-TZVPD basis) on a 2-piece molecular cluster, C3H10N3S overall.

The geometry in ORCA input format:
```
! wB97M-V def2-TZVPD RIJCOSX def2/J DEFGRID3
* xyz 1 1
C 2.142 0.458 0.209
C -2.596 -0.043 -0.380
C 3.358 -0.283 -0.168
N 0.989 0.043 -0.026
N -3.475 0.936 0.089
N -2.592 -1.227 0.089
S -0.405 0.991 0.246
H 2.380 1.450 0.744
H -2.380 0.038 -1.505
H 3.964 -0.568 0.691
H 3.864 0.329 -0.758
H 3.040 -1.249 -0.580
H 0.901 -0.848 -0.530
H -3.639 0.855 1.057
H -3.013 1.917 0.017
H -1.994 -1.857 -0.489
H -2.615 -1.483 1.122
*
```

Output
orbital gap: 9.0 eV

=====

Model y:
ORCA calculation (the ωB97M-V functional and the def2-TZVPD basis) on an isolated ion of composition C3H10N3S and charge +1.

The geometry in ORCA input format:
```
! wB97M-V def2-TZVPD RIJCOSX def2/J DEFGRID3
* xyz 1 1
C -2.032 -1.256 -0.015
C -1.116 -0.161 -0.328
S -1.843 1.455 0.128
N 0.228 -0.478 0.105
C 1.326 0.336 -0.012
N 2.418 0.038 0.765
N 1.366 1.420 -0.857
H -2.185 -0.992 1.021
H -3.027 -1.124 -0.600
H -1.561 -2.296 -0.226
H -1.039 -0.044 -1.620
H -1.276 1.162 1.431
H 0.217 -1.001 0.988
H 3.326 0.471 0.660
H 2.381 -0.745 1.415
H 2.264 1.583 -1.312
H 0.553 1.630 -1.545
*
```

Output
orbital gap: 10.0 eV
structure (SMILES): C[C@@H](S)[NH+]=C(N)N

=====

Ranked by calculated energy, most stable first: model y, model x, model w.

=====

Model w:
ORCA calculation (the ωB97M-V functional and the def2-TZVPD basis) on a 9-piece molecular cluster, ClH16O8 overall.

The geometry in ORCA input format:
```
! wB97M-V def2-TZVPD RIJCOSX def2/J DEFGRID3
* xyz -1 1
Cl -0.177 -0.245 0.070
O -2.974 0.206 2.027
H -2.183 -0.050 1.524
H -2.631 0.709 2.772
O -1.606 2.781 -1.236
H -1.180 2.206 -0.584
H -2.077 3.434 -0.708
O 2.618 1.369 -0.611
H 1.828 0.814 -0.437
H 2.268 2.128 -1.089
O 2.806 -1.401 0.947
H 2.038 -1.001 0.490
H 2.715 -2.342 0.772
O 2.285 -1.302 -2.219
H 1.569 -1.093 -1.597
H 2.959 -0.644 -2.010
O 0.769 2.133 2.578
H 0.377 1.395 2.085
H 0.748 1.848 3.497
O -2.759 -0.220 -2.118
H -2.123 -0.134 -1.385
H -3.504 -0.692 -1.733
O -0.817 -3.503 -0.092
H -0.169 -3.859 -0.708
H -0.778 -2.539 -0.235
*
```

Output
orbital gap: 10.1 eV

=====

Model x:
ORCA calculation (the ωB97M-V functional and the def2-TZVPD basis) on ClH16O8 as an isolated structure.

The geometry in ORCA input format:
```
! wB97M-V def2-TZVPD RIJCOSX def2/J DEFGRID3
* xyz -1 1
Cl -0.206 -0.085 -0.094
O -2.078 2.092 -0.423
H -1.425 1.439 -0.171
H -2.248 2.584 0.381
O 1.670 0.458 1.856
H 1.287 -0.280 2.331
H 1.034 0.656 1.169
O -0.857 -1.742 1.804
H -0.312 -2.461 2.124
H -0.350 -1.357 1.089
O 1.203 -2.128 0.013
H 0.932 -2.446 -0.848
H 0.643 -1.368 0.174
O -1.893 -1.891 -0.925
H -1.425 -1.359 -0.282
H -2.318 -1.254 -1.500
O 0.431 1.997 0.837
H 0.994 2.652 0.424
H 0.112 1.462 0.110
O -0.474 1.488 -2.000
H -0.345 0.785 -1.363
H 0.068 2.207 -1.677
O 2.109 -0.210 -1.119
H 1.263 -0.078 -0.692
H 2.183 -1.159 -1.216
*
```

Output
orbital gap: 9.9 eV

=====

Ranked by calculated energy, most stable first: model w, model x.

=====

Model w:
ORCA calculation (the ωB97M-V functional and the def2-TZVPD basis) on one molecule with the formula H5N2P.

The geometry in ORCA input format:
```
! wB97M-V def2-TZVPD RIJCOSX def2/J DEFGRID3
* xyz 0 1
N 0.894 -0.280 0.825
P 0.662 -0.076 -0.782
N -1.032 -0.370 -0.614
H 1.820 -0.549 1.325
H 0.043 -0.486 1.345
H 0.149 1.502 -0.973
H -1.137 -1.256 -0.177
H -1.632 -0.282 -1.374
*
```

Output
orbital gap: 9.2 eV
structure (SMILES): NPN

=====

Model x:
ORCA calculation (the ωB97M-V functional and the def2-TZVPD basis) on a 2-piece molecular cluster, H5N2P overall.

The geometry in ORCA input format:
```
! wB97M-V def2-TZVPD RIJCOSX def2/J DEFGRID3
* xyz 0 1
N -0.351 -0.842 -1.179
N -0.457 0.218 1.255
P -0.997 0.526 -0.390
H -0.343 -1.047 -2.191
H 0.599 -0.954 -0.943
H -1.293 0.421 1.871
H -0.279 -0.711 1.415
H 0.245 2.253 -0.832
*
```

Output
orbital gap: 8.7 eV

=====

Ranked by calculated energy, most stable first: model w, model x.